Density functional theory data (the ωB97M-V functional and the def2-TZVPD basis) for a structure of composition C4H2O3.

For the total energy, the calculation gives -379.03439 a.u. As for the energy above the lowest of the compared OMol25 structures with the same formula, charge and spin: 803.9 kJ/mol. Its HOMO-LUMO gap is 0.346 Ha. The LUMO energy comes out at -0.321 eV. The value obtained for the strongest force on any atom is 4.26 eV/Å.

Last column: natural (NBO) charge in e.
CARTESIAN COORDINATES (ANGSTROEM)
C 0.493 1.567 2.292  0.197
C -0.096 0.356 1.656  -0.083
C -1.339 -0.315 0.965  0.629
C -0.226 -0.063 0.153  -0.536
O -2.436 -0.658 1.184  -0.404
O 1.245 0.757 2.953  -0.162
O 0.803 -0.407 2.450  -0.221
H -0.050 0.895 -0.382  0.296
H 0.430 -1.027 -0.107  0.285

=====

Density functional theory data (the ωB97M-V functional and the def2-TZVPD basis) for the molecule C10H14N2SSi.

For the total energy, the calculation gives -1186.57598 a.u. As for the energy above the lowest of the compared OMol25 structures with the same formula, charge and spin: 121.2 kJ/mol. Its HOMO-LUMO gap is 0.241 Ha. The LUMO energy comes out at -0.793 eV. The value obtained for the strongest force on any atom is 4.07 eV/Å.

Last column: natural (NBO) charge in e.
CARTESIAN COORDINATES (ANGSTROEM)
C 3.422 -1.736 0.902  -0.278
C 3.148 -1.194 -0.390  -0.188
C 2.499 -1.464 1.882  -0.197
C 1.900 -0.649 -0.679  -0.252
C 1.395 -0.643 1.670  0.028
C 0.921 -0.451 0.383  0.175
C -0.608 0.424 2.510  0.236
C -2.985 0.931 0.201  -1.098
C -1.619 -0.738 -2.261  -1.126
C -0.878 2.150 -1.844  -1.117
N 0.540 -0.151 2.681  -0.567
N -0.233 0.177 0.245  -0.932
Si -1.435 0.574 -0.915  1.788
S -1.719 1.255 3.251  0.110
H 4.230 -2.442 1.038  0.221
H 3.696 -1.371 -1.254  0.210
H 2.689 -1.901 2.882  0.209
H 1.597 -0.422 -1.750  0.218
H -3.081 0.155 0.958  0.234
H -2.941 1.934 0.757  0.244
H -3.939 0.915 -0.333  0.232
H -0.927 -1.541 -2.146  0.241
H -2.650 -1.101 -2.127  0.238
H -1.434 -0.254 -3.252  0.242
H -0.390 2.761 -1.140  0.229
H -0.279 2.114 -2.718  0.232
H -1.785 2.881 -2.259  0.225
H 0.867 -0.211 3.708  0.442

=====

Density functional theory data (the ωB97M-V functional and the def2-TZVPD basis) for the molecule C21H22N2O6S.

For the total energy, the calculation gives -1772.56377 a.u. As for the SMILES: COc1ccc(/N=C2\S[C@H](C(=O)O)CC(=O)N2Cc2ccc(OC)c(OC)c2)cc1. As for the energy above the lowest of the compared OMol25 structures with the same formula, charge and spin: 119.0 kJ/mol. Its HOMO-LUMO gap is 0.301 Ha. The LUMO energy comes out at 0.427 eV. The value obtained for the strongest force on any atom is 1.21 eV/Å.

Last column: natural (NBO) charge in e.
CARTESIAN COORDINATES (ANGSTROEM)
C 4.168 -5.366 0.889  -0.252
O 4.606 -4.165 0.301  -0.492
C 3.692 -3.186 0.062  0.304
C 2.332 -3.272 0.353  -0.306
C 1.495 -2.216 0.059  -0.192
C 1.993 -1.041 -0.505  0.159
N 1.071 -0.062 -0.785  -0.493
C 1.183 1.186 -0.793  0.347
S 2.712 2.073 -0.396  0.219
C 2.085 3.767 -0.054  -0.421
C 2.980 4.269 1.061  0.784
O 2.734 4.177 2.230  -0.573
O 4.098 4.811 0.578  -0.676
C 0.634 3.698 0.378  -0.510
C -0.238 3.174 -0.742  0.705
O -1.190 3.789 -1.167  -0.598
N 0.117 1.948 -1.235  -0.474
C -0.807 1.286 -2.164  -0.234
C -1.734 0.340 -1.450  -0.039
C -1.642 -1.031 -1.614  -0.191
C -2.498 -1.858 -0.917  -0.266
C -3.458 -1.360 -0.039  0.320
O -4.203 -2.327 0.568  -0.512
C -5.279 -2.005 1.421  -0.240
C -3.555 0.034 0.130  0.219
O -4.499 0.529 0.996  -0.513
C -4.611 1.922 1.148  -0.249
C -2.692 0.853 -0.585  -0.289
C 3.355 -0.962 -0.808  -0.239
C 4.187 -2.023 -0.531  -0.239
H 3.737 -5.195 1.881  0.176
H 3.436 -5.880 0.258  0.176
H 5.058 -5.987 0.986  0.201
H 1.915 -4.159 0.803  0.220
H 0.439 -2.275 0.276  0.227
H 2.234 4.368 -0.953  0.247
H 4.689 5.083 1.299  0.504
H 0.551 3.049 1.254  0.255
H 0.277 4.694 0.649  0.253
H -0.212 0.748 -2.903  0.218
H -1.372 2.088 -2.646  0.247
H -0.903 -1.453 -2.276  0.216
H -2.447 -2.930 -1.030  0.223
H -6.039 -1.413 0.907  0.180
H -4.945 -1.468 2.311  0.182
H -5.703 -2.965 1.714  0.186
H -4.867 2.414 0.204  0.180
H -3.692 2.362 1.548  0.177
H -5.420 2.070 1.862  0.198
H -2.757 1.923 -0.476  0.232
H 3.750 -0.081 -1.291  0.219
H 5.238 -1.977 -0.767  0.223

=====

Density functional theory data (the ωB97M-V functional and the def2-TZVPD basis) for the molecule C18H14O7.

For the total energy, the calculation gives -1220.91100 a.u. As for the SMILES: CO[C@H]1Oc2cc(O)ccc2-c2c1oc1cc(O)c(C)c(O)c1c2=O. As for the energy above the lowest of the compared OMol25 structures with the same formula, charge and spin: 283.3 kJ/mol. Its HOMO-LUMO gap is 0.302 Ha. The LUMO energy comes out at 0.052 eV. The value obtained for the strongest force on any atom is 4.08 eV/Å.

Last column: natural (NBO) charge in e.
CARTESIAN COORDINATES (ANGSTROEM)
C 1.779 -0.457 -4.327  -0.271
O 1.213 -0.680 -3.053  -0.525
C 1.082 0.523 -2.275  0.343
O 0.159 1.344 -2.989  -0.491
C -1.009 1.833 -2.432  0.361
C -1.838 2.543 -3.302  -0.337
C -2.860 3.252 -2.672  0.341
O -3.601 4.150 -3.315  -0.648
C -3.192 3.095 -1.354  -0.353
C -2.276 2.366 -0.538  -0.108
C -1.185 1.693 -1.093  -0.196
C -0.269 0.778 -0.243  -0.106
C 0.831 0.182 -0.784  0.346
O 1.672 -0.723 -0.079  -0.452
C 1.456 -1.158 1.188  0.373
C 2.279 -2.198 1.680  -0.355
C 1.983 -2.719 2.895  0.329
O 2.786 -3.636 3.467  -0.713
C 0.895 -2.279 3.615  -0.096
C 0.379 -3.117 4.740  -0.644
C 0.121 -1.213 3.108  0.387
O -0.896 -0.784 3.951  -0.671
C 0.374 -0.612 1.785  -0.294
C -0.542 0.334 1.132  0.526
O -1.516 0.654 1.760  -0.608
H 1.187 -0.005 -5.193  0.190
H 2.765 0.097 -4.188  0.168
H 2.043 -1.511 -4.746  0.198
H 2.031 0.981 -2.270  0.164
H -1.458 2.619 -4.321  0.246
H -3.802 4.724 -2.597  0.478
H -4.104 3.506 -0.988  0.218
H -2.518 2.436 0.558  0.249
H 2.963 -2.438 0.832  0.247
H 3.691 -3.353 3.785  0.506
H -0.305 -2.583 5.412  0.239
H 1.213 -3.575 5.245  0.229
H -0.206 -3.919 4.249  0.220
H -1.326 -0.149 3.359  0.507

=====

strongest force on any atom of number 2 (C10H14N2SSi)?
4.07 eV/Å

=====

Repeat the first record exactly.
Density functional theory data (the ωB97M-V functional and the def2-TZVPD basis) for a structure of composition C4H2O3.

For the total energy, the calculation gives -379.03439 a.u. As for the energy above the lowest of the compared OMol25 structures with the same formula, charge and spin: 803.9 kJ/mol. Its HOMO-LUMO gap is 0.346 Ha. The LUMO energy comes out at -0.321 eV. The value obtained for the strongest force on any atom is 4.26 eV/Å.

Last column: natural (NBO) charge in e.
CARTESIAN COORDINATES (ANGSTROEM)
C 0.493 1.567 2.292  0.197
C -0.096 0.356 1.656  -0.083
C -1.339 -0.315 0.965  0.629
C -0.226 -0.063 0.153  -0.536
O -2.436 -0.658 1.184  -0.404
O 1.245 0.757 2.953  -0.162
O 0.803 -0.407 2.450  -0.221
H -0.050 0.895 -0.382  0.296
H 0.430 -1.027 -0.107  0.285